1.
14
Properties=species:S:1:pos:R:3:mulliken_charge:R:1 method="wB97M-V/def2-TZVPD" charge=+1 multiplicity=2 s2=0.766 orbital_gap_ev="11.286 / 8.779"
C 1.290 0.992 -0.683 -1.385
C 0.612 0.416 0.547 -0.148
C -0.641 -0.373 0.319 0.662
C -0.900 -1.519 1.053 -0.843
N -1.354 -0.031 -0.763 -0.273
H 1.839 0.225 -1.227 0.347
H 2.054 1.713 -0.410 0.361
H 0.578 1.531 -1.296 0.412
H 0.212 1.268 1.126 0.267
H 1.318 -0.059 1.221 0.365
H -0.161 -1.910 1.731 0.328
H -1.675 -2.196 0.719 0.339
H -0.808 0.001 -1.615 0.279
H -2.365 -0.058 -0.722 0.289

---

2.
14
Properties=species:S:1:pos:R:3:mulliken_charge:R:1 method="wB97M-V/def2-TZVPD" charge=+1 multiplicity=2 s2=0.753 orbital_gap_ev="8.659 / 4.551"
C -2.523 -0.648 -0.594 -0.119
N -1.614 -1.529 -0.999 -0.465
H -2.052 0.091 0.125 0.097
H -3.531 -0.467 -1.095 0.263
H -2.039 -1.882 -1.953 0.260
C 1.416 0.384 -0.630 -0.920
C 0.954 0.850 0.719 0.449
C 1.814 0.886 1.787 -0.553
H 1.082 -0.586 -0.988 0.341
H 2.438 0.095 -0.596 0.382
H 1.118 1.143 -1.362 0.315
H 0.021 1.518 0.785 0.350
H 1.433 1.382 2.655 0.303
H 2.866 0.573 1.728 0.297

---

3.
15
Properties=species:S:1:pos:R:3:mulliken_charge:R:1 method="wB97M-V/def2-TZVPD" charge=+1 smiles="CN(C)C=C=[NH2+]" multiplicity=1 orbital_gap_ev=9.305
C -1.628 -0.742 0.806 -0.804
N -0.455 0.178 0.351 0.019
C -0.650 1.463 0.946 -1.094
C 0.724 -0.003 -0.358 0.382
C 1.753 -0.722 -0.833 -0.263
N 2.222 -1.013 -1.955 -0.248
H -1.763 -0.495 1.825 0.338
H -1.337 -1.758 0.609 0.340
H -2.566 -0.667 0.301 0.326
H -1.189 1.403 1.957 0.338
H -1.301 2.111 0.355 0.347
H 0.289 1.961 1.331 0.405
H 1.231 0.908 -0.634 0.316
H 2.939 -1.663 -1.823 0.312
H 1.732 -0.960 -2.879 0.286

---

4.
15
Properties=species:S:1:pos:R:3:mulliken_charge:R:1 method="wB97M-V/def2-TZVPD" charge=+1 multiplicity=1 orbital_gap_ev=9.891
C -0.284 -0.680 -1.855 -0.034
C -0.530 -0.133 0.116 0.085
C 1.267 0.751 1.139 -0.950
C 0.527 -0.694 0.963 -0.383
N -1.679 0.360 0.380 -0.251
N -0.153 -0.326 -2.998 -0.319
H -0.422 -1.796 -1.559 0.315
H 0.456 1.518 1.207 0.349
H 2.043 0.891 0.474 0.338
H 1.732 0.681 2.167 0.314
H 0.120 -1.079 1.932 0.331
H 1.136 -1.388 0.449 0.347
H -1.959 0.519 1.363 0.292
H -0.060 0.587 -3.402 0.287
H -2.194 0.790 -0.374 0.279

---

5.
15
Properties=species:S:1:pos:R:3:mulliken_charge:R:1 method="wB97M-V/def2-TZVPD" charge=+1 smiles=[NH3+][C@]12CCN1C2 multiplicity=1 orbital_gap_ev=10.680
N -0.346 -0.727 1.629 -0.160
C 0.113 -0.289 0.290 0.491
C 0.579 1.155 0.061 -0.596
C -0.263 1.128 -1.183 -0.476
N -0.923 -0.182 -0.758 -0.488
C 0.319 -1.229 -0.851 -0.683
H -1.337 -0.388 1.660 0.420
H 0.072 -0.155 2.348 0.372
H -0.145 -1.734 1.816 0.377
H 1.675 1.184 0.063 0.301
H 0.156 1.845 0.748 0.371
H -1.048 1.909 -1.207 0.271
H 0.094 0.986 -2.228 0.290
H 1.066 -1.199 -1.668 0.240
H -0.011 -2.304 -0.720 0.269

---

6.
15
Properties=species:S:1:pos:R:3:mulliken_charge:R:1 method="wB97M-V/def2-TZVPD" charge=+1 smiles="C=N[N+](=C)CC" multiplicity=1 orbital_gap_ev=9.740
C 2.411 -0.465 0.242 -0.144
N 1.186 -0.278 0.531 -0.550
N 0.183 0.547 -0.075 0.458
C 0.261 1.877 -0.173 -0.040
C -0.926 -0.232 -0.579 -0.304
C -1.658 -1.059 0.502 -0.975
H 3.046 -0.310 -0.741 0.260
H 2.918 -0.903 1.102 0.298
H 1.088 2.459 0.133 0.309
H -0.599 2.280 -0.703 0.198
H -0.487 -0.919 -1.401 0.312
H -1.622 0.593 -1.046 0.188
H -1.637 -2.183 0.400 0.299
H -1.479 -0.671 1.486 0.349
H -2.684 -0.737 0.321 0.342

---

7.
15
Properties=species:S:1:pos:R:3:mulliken_charge:R:1 method="wB97M-V/def2-TZVPD" charge=+1 smiles="C[C@@]1(C[NH3+])C=N1" multiplicity=1 orbital_gap_ev=9.941
C 0.715 0.807 -1.184 -1.287
C 1.065 -0.279 -0.124 1.240
C 0.308 0.012 1.155 -0.957
N -1.240 0.076 0.894 -0.317
C 1.491 -1.692 -0.456 -0.459
N 2.365 -0.902 -0.006 -0.590
H 0.033 1.551 -0.643 0.363
H 0.263 0.252 -2.015 0.369
H 1.611 1.268 -1.540 0.417
H 0.501 0.970 1.393 0.442
H 0.560 -0.740 2.016 0.397
H -1.628 1.052 1.260 0.388
H -1.645 -0.667 1.336 0.321
H -1.315 0.021 -0.121 0.345
H 1.180 -2.570 -0.987 0.325

---

8.
15
Properties=species:S:1:pos:R:3:mulliken_charge:R:1 method="wB97M-V/def2-TZVPD" charge=+1 multiplicity=1 orbital_gap_ev=10.674
C -2.146 0.666 0.165 0.071
C -0.115 0.436 0.809 -0.453
C 0.696 0.157 -0.321 0.429
C 2.216 0.280 -0.319 -1.429
N -2.344 -0.356 -0.443 -0.440
N -0.005 -0.965 0.368 -0.262
H -2.648 1.549 0.602 0.371
H 0.086 0.688 1.798 0.356
H 0.057 0.246 -1.237 0.300
H 2.652 -0.264 -1.135 0.404
H 2.761 0.181 0.622 0.339
H 2.428 1.230 -0.765 0.400
H -3.082 -0.934 -0.929 0.272
H 0.456 -1.711 0.892 0.273
H -1.012 -1.201 -0.108 0.369

---

9.
15
Properties=species:S:1:pos:R:3:mulliken_charge:R:1 method="wB97M-V/def2-TZVPD" charge=+1 multiplicity=1 orbital_gap_ev=8.712
C 0.921 -0.798 -1.291 -0.129
C 1.080 0.493 -1.049 -0.282
C -0.247 -1.490 -0.748 -0.938
C -0.879 0.401 0.486 -0.229
N -0.527 0.353 1.906 -0.504
N 0.105 1.207 -0.271 -0.151
H 1.571 -1.361 -1.927 0.422
H 1.744 1.274 -1.368 0.478
H -1.181 -1.409 -1.181 0.402
H -0.281 -2.271 -0.064 0.372
H -1.870 0.640 0.413 0.391
H 0.400 0.494 2.152 0.162
H -1.183 -0.247 2.499 0.261
H 0.549 1.693 0.474 0.350
H -0.403 1.952 -0.825 0.396

---

10.
15
Properties=species:S:1:pos:R:3:mulliken_charge:R:1 method="wB97M-V/def2-TZVPD" charge=+1 multiplicity=1 orbital_gap_ev=9.087
C -2.165 -0.030 -0.541 -0.137
C -0.150 -0.852 0.781 -0.578
C 0.110 1.319 0.385 -0.278
C 1.877 -0.300 -0.514 -0.746
N 0.935 0.189 0.463 -0.001
N -1.205 0.039 0.282 -0.041
H -2.781 0.831 -0.922 0.284
H -2.643 -1.047 -0.574 0.278
H -0.048 -1.706 0.128 0.437
H -0.310 -1.221 1.875 0.243
H -0.006 1.811 1.354 0.256
H 0.027 2.021 -0.435 0.342
H 1.893 -1.406 -0.441 0.332
H 1.661 0.080 -1.539 0.304
H 2.806 0.272 -0.302 0.305

---

11.
15
Properties=species:S:1:pos:R:3:mulliken_charge:R:1 method="wB97M-V/def2-TZVPD" charge=+1 smiles="C=N[C@H]1[NH2+][C@@H]1C" multiplicity=1 orbital_gap_ev=9.865
C -2.266 1.930 0.716 -0.245
N -1.121 1.558 0.301 -0.421
C -0.649 0.478 -0.358 0.026
N 0.673 0.579 -1.004 -0.118
C 1.030 -0.111 0.206 -0.027
C 1.135 -1.601 0.292 -1.187
H -2.409 2.793 1.160 0.314
H -3.036 1.273 0.623 0.206
H -1.442 -0.320 -0.678 0.395
H 1.095 1.429 -1.181 0.284
H 0.828 0.157 -1.880 0.306
H 1.318 0.675 0.981 0.435
H 0.987 -2.096 -0.748 0.323
H 0.358 -2.039 0.759 0.354
H 2.053 -1.830 0.721 0.355

---

12.
15
Properties=species:S:1:pos:R:3:mulliken_charge:R:1 method="wB97M-V/def2-TZVPD" charge=+1 multiplicity=1 orbital_gap_ev=9.058
C 0.361 -1.375 -1.206 -0.187
C -2.101 -0.018 0.507 -0.235
C 2.579 -1.551 -0.141 -0.231
C -0.444 1.689 0.282 -0.807
N -1.021 0.397 0.012 -0.206
N 1.541 -1.336 -0.775 0.067
H 0.283 -1.405 -2.277 0.306
H -0.342 -0.721 -0.546 0.327
H -2.624 0.324 1.442 0.282
H -2.329 -0.999 0.258 0.256
H 3.366 -0.826 -0.314 0.279
H 2.740 -2.453 0.413 0.294
H -0.507 2.295 -0.573 0.306
H -1.119 2.122 1.109 0.283
H 0.603 1.613 0.663 0.266

---

13.
15
Properties=species:S:1:pos:R:3:mulliken_charge:R:1 method="wB97M-V/def2-TZVPD" charge=+1 multiplicity=3 s2=2.005 orbital_gap_ev="7.325 / 5.961"
C -3.414 0.952 -0.036 -0.639
C 2.837 -0.017 0.016 -0.633
C -1.233 -0.417 0.269 -0.297
C -2.394 0.148 0.123 0.250
N 1.765 0.374 0.570 -0.315
N -0.100 -0.807 -0.593 -0.296
H -4.388 0.454 0.059 0.253
H -3.251 2.030 -0.023 0.280
H 2.826 -0.682 -0.713 0.335
H 3.877 0.464 0.179 0.297
H -0.860 -0.411 1.342 0.261
H 1.917 1.128 1.169 0.209
H 0.782 -0.325 -0.038 0.590
H -0.134 -0.466 -1.566 0.368
H -0.020 -1.786 -0.640 0.336

---

14.
16
Properties=species:S:1:pos:R:3:mulliken_charge:R:1 method="wB97M-V/def2-TZVPD" charge=+1 multiplicity=1 orbital_gap_ev=10.594
C -1.748 -0.138 -1.288 -1.192
C -0.560 0.126 -0.417 0.302
C 0.505 0.933 -0.716 -0.207
N 0.992 1.409 0.493 -0.050
C 0.374 0.774 1.477 -0.230
N -0.603 0.034 0.959 0.016
H -2.518 -0.670 -0.735 0.362
H -1.424 -0.660 -2.194 0.337
H -2.130 0.808 -1.640 0.315
H 0.933 1.177 -1.670 0.438
H 1.591 2.196 0.694 0.246
H 0.692 0.749 2.503 0.400
H -1.127 -0.670 1.436 0.251
H 1.109 -2.612 0.571 0.298
H 1.102 -2.955 -0.904 0.300
O 0.963 -2.213 -0.312 -0.585

---

15.
16
Properties=species:S:1:pos:R:3:mulliken_charge:R:1 method="wB97M-V/def2-TZVPD" charge=+1 multiplicity=1 orbital_gap_ev=12.143
C 2.627 -0.351 -0.506 0.599
C -1.305 0.015 1.407 -0.257
C -0.135 0.621 0.508 -0.598
C -1.610 -0.402 -1.175 -0.705
N 3.189 0.654 -0.212 -0.357
N -0.809 -0.536 0.099 0.023
O 1.747 -1.079 -0.604 -0.477
H -0.977 -0.521 2.267 0.307
H -2.200 0.631 1.215 0.269
H -0.381 1.537 0.036 0.320
H -2.546 -1.109 -1.071 0.307
H -1.876 0.703 -1.184 0.294
H -0.742 -0.566 -1.913 0.315
H 4.059 1.119 -0.091 0.266
H 1.059 0.613 1.087 0.247
H -0.098 -1.329 0.138 0.448

---

16.
16
Properties=species:S:1:pos:R:3:mulliken_charge:R:1 method="wB97M-V/def2-TZVPD" charge=+1 multiplicity=1 orbital_gap_ev=11.111
C -1.624 1.873 0.295 -1.139
C -0.450 0.987 0.505 0.606
C 0.884 1.194 0.519 -0.545
N 1.497 -0.044 0.603 -0.030
C 0.569 -0.985 0.697 -0.310
N -0.606 -0.385 0.639 -0.041
H -1.547 2.813 0.820 0.352
H -2.524 1.344 0.613 0.328
H -1.729 2.070 -0.773 0.300
H 1.412 2.120 0.362 0.402
H 2.444 -0.140 0.937 0.287
H 0.786 -2.038 0.676 0.497
H -1.475 -0.880 0.516 0.263
H 0.080 -2.970 -2.198 0.314
H 1.484 -2.460 -2.447 0.307
O 0.800 -2.499 -1.764 -0.591

---

17.
16
Properties=species:S:1:pos:R:3:mulliken_charge:R:1 method="wB97M-V/def2-TZVPD" charge=+1 smiles="CO[C@H]1CNC=[NH+]1" multiplicity=1 orbital_gap_ev=11.727
C -0.591 -0.929 2.152 -0.620
O -0.706 -1.052 0.779 -0.340
C 0.389 -0.580 0.094 0.125
C 0.290 -0.656 -1.457 -0.618
N -0.150 0.665 -1.918 -0.158
C -0.068 1.601 -1.010 -0.055
N 0.355 1.179 0.139 -0.197
H 0.493 -0.927 2.426 0.316
H -1.264 -1.578 2.560 0.269
H -0.917 0.136 2.406 0.265
H 1.326 -0.760 0.591 0.514
H 1.283 -0.839 -1.788 0.340
H -0.573 -1.394 -1.819 0.310
H -0.113 0.766 -2.887 0.243
H -0.311 2.628 -1.152 0.443
H 0.558 1.741 0.882 0.163

---

These records have ΔE to the lowest compared entry with this formula, charge and spin values of 1.282, 4.401, 4.381, 4.205, 3.491, 4.148, 3.927, 4.651, 4.795, 4.427, 4.869, 4.537, 4.478, 0.673, 3.966, 0.187, 2.308 eV, in the order they appear.
These records have total energy values of -5775.1549, -5772.0358, -7263.7604, -7263.9370, -7264.6509, -7263.9934, -7264.2150, -7263.4910, -7263.3469, -7263.7145, -7263.2725, -7263.6043, -7258.9821, -9315.3429, -9312.0495, -9315.8289, -9313.7079 eV, in the order they appear.